1.
Formula: H58O29
Source: OMol25
Level of theory: ωB97M-V with the def2-TZVPD basis set

Last column: Löwdin charge in e.
CARTESIAN COORDINATES (ANGSTROEM)
1 O -0.29977 -4.15898 -1.08508  -0.04
2 H -0.11151 -4.16903 -0.14664  0.00
3 H -1.16901 -4.55280 -1.15970  0.07
4 O 3.10864 -2.50453 -1.32801  -0.04
5 H 2.85794 -3.35187 -0.96006  0.03
6 H 2.34135 -2.22271 -1.82610  0.00
7 O -2.90044 0.69714 0.54487  -0.04
8 H -1.95056 0.79783 0.60670  0.01
9 H -3.07297 0.61947 -0.39344  -0.01
10 O 3.07014 3.17485 2.51280  -0.03
11 H 3.53655 3.95710 2.80739  0.09
12 H 3.56477 2.44553 2.88652  0.07
13 O 1.86296 1.98717 4.78562  -0.03
14 H 2.16187 2.88913 4.67009  0.03
15 H 1.92062 1.83418 5.72875  0.06
16 O 2.10901 -2.97430 3.53345  -0.03
17 H 3.01367 -3.19877 3.31566  0.05
18 H 2.17410 -2.14074 3.99946  0.05
19 O -0.41163 -0.01900 -0.16155  -0.03
20 H 0.06707 -0.77561 -0.50012  0.04
21 H 0.19392 0.39155 0.45568  0.04
22 O -4.35709 -0.21985 2.55424  -0.07
23 H -4.55847 0.66179 2.86790  0.02
24 H -3.83371 -0.08010 1.76508  -0.05
25 O -4.77702 -2.54194 -2.84231  -0.07
26 H -5.13670 -2.95886 -2.05934  0.03
27 H -3.94717 -2.16290 -2.55264  -0.03
28 O 0.21873 -2.22804 -5.08876  -0.02
29 H 0.70586 -2.68352 -5.77540  0.07
30 H -0.61635 -2.00056 -5.49755  0.05
31 O -0.52892 -1.81166 2.71090  -0.05
32 H 0.33348 -2.12287 2.98595  0.01
33 H -0.43916 -0.85949 2.67168  0.01
34 O -2.41912 4.49874 0.56905  -0.05
35 H -2.60993 5.21148 -0.04072  0.03
36 H -1.57510 4.15349 0.27810  -0.02
37 O -1.18574 2.73004 -1.28685  -0.03
38 H -0.89218 2.01062 -0.72784  0.02
39 H -1.87734 2.34753 -1.82686  0.02
40 O 4.45286 -0.48995 -0.01615  -0.05
41 H 4.00427 -1.12428 -0.57526  -0.02
42 H 4.69385 -0.98717 0.76547  0.03
43 O -2.44996 -2.95160 1.15907  -0.05
44 H -1.62803 -2.83592 1.63580  -0.02
45 H -2.53895 -2.15417 0.63713  0.01
46 O 0.27082 3.73871 1.90587  -0.03
47 H 1.09122 3.47904 2.32510  0.01
48 H 0.42785 4.63373 1.60501  0.07
49 O -2.04678 -1.94268 -2.27639  -0.03
50 H -1.64109 -1.11552 -2.53612  0.02
51 H -1.31154 -2.50297 -2.02795  0.01
52 O 1.84707 -4.97988 -2.54212  -0.06
53 H 1.17963 -4.62263 -1.95636  -0.04
54 H 2.61935 -5.08969 -1.98735  0.02
55 O -0.62158 1.28965 -4.84025  -0.02
56 H -1.49690 0.92524 -4.70889  0.05
57 H -0.36091 0.98110 -5.70805  0.07
58 O 2.75759 4.07258 0.05238  -0.08
59 H 2.79851 3.63955 0.90505  -0.05
60 H 2.91243 3.37141 -0.58056  -0.02
61 O -1.72593 2.79988 3.44958  -0.04
62 H -1.95257 3.33196 4.21232  0.05
63 H -1.21744 3.38688 2.89002  -0.02
64 O 0.42104 -4.99522 1.41059  -0.02
65 H 0.66493 -5.92009 1.37381  0.06
66 H 1.04941 -4.60531 2.01833  0.03
67 O 0.65862 4.98390 -1.73053  -0.06
68 H 0.40779 5.16291 -2.63677  0.02
69 H 0.03353 4.32207 -1.43477  -0.02
70 O -3.29975 0.79187 -2.12418  -0.02
71 H -3.41635 0.30157 -2.93797  0.06
72 H -4.10223 1.30627 -2.03683  0.09
73 O 1.00429 -1.25527 -2.65187  -0.03
74 H 1.43175 -0.43456 -2.89672  0.03
75 H 0.80534 -1.68043 -3.48607  0.00
76 O 0.12075 0.76722 2.83214  -0.03
77 H 0.92001 1.03349 3.28657  0.02
78 H -0.43278 1.54806 2.84265  0.01
79 O -1.74341 -1.80303 5.19257  -0.06
80 H -1.57120 -2.64777 5.60851  0.02
81 H -1.19084 -1.80328 4.41098  -0.03
82 O 2.99588 1.74535 -1.19502  -0.03
83 H 3.21720 0.93550 -0.73524  0.01
84 H 2.71064 1.45854 -2.06254  0.00
85 O 1.74924 1.51843 -3.69535  -0.05
86 H 0.85333 1.43090 -4.02081  -0.02
87 H 2.07825 2.31608 -4.10974  0.07

Values from the calculation:
- Calculated total energy: -2216.75954 Eh
- ΔE to the lowest compared entry with this formula, charge and spin: 98.1 kcal per mole
- Frontier orbital gap: 8.56 eV
- F_max: 1.227 eV/A



2.
Formula: H5N2OP
Source: OMol25
Level of theory: ωB97M-V with the def2-TZVPD basis set

Last column: Löwdin charge in e.
CARTESIAN COORDINATES (ANGSTROEM)
1 N -2.12318 -0.34235 0.38064  -0.04
2 N 1.15112 1.65422 0.42553  -0.28
3 O -0.95319 0.48550 0.38655  -0.60
4 P 0.34057 0.40814 -0.40122  0.80
5 H -2.87025 0.17334 0.81613  -0.02
6 H 0.52989 -3.52452 -1.62462  0.01
7 H 2.05850 1.84970 -0.03087  0.02
8 H 0.74752 2.28650 1.24167  0.11
9 H 1.11901 -2.99054 -1.19380  -0.01

Values from the calculation:
- Calculated total energy: -528.91403 Eh
- ΔE to the lowest compared entry with this formula, charge and spin: 154.6 kcal per mole
- Frontier orbital gap (alpha / beta): 8.49 / 6.38 eV
- F_max: 4.525 eV/A



3.
Formula: H5N2PS
Source: OMol25
Level of theory: ωB97M-V with the def2-TZVPD basis set

Last column: Löwdin charge in e.
CARTESIAN COORDINATES (ANGSTROEM)
1 N -2.84087 1.21599 0.35440  -0.37
2 N -0.74495 -0.01401 0.11071  -0.29
3 P -1.49078 1.32864 -0.41658  0.60
4 S 2.71037 -1.61323 -0.45796  0.41
5 H 2.91690 -0.19997 -0.44840  -0.15
6 H -3.34080 2.14405 0.17684  -0.04
7 H 0.24670 -0.37107 -0.03275  0.00
8 H -1.40697 -0.62109 0.66493  0.06
9 H 3.95040 -1.86931 0.04881  -0.21

Values from the calculation:
- Calculated total energy: -852.03084 Eh
- ΔE to the lowest compared entry with this formula, charge and spin: 25.5 kcal per mole
- Frontier orbital gap: 10.00 eV
- F_max: 2.923 eV/A
- SMILES: [H]/N=P/N.S